Record 1
{
  "formula": "C8H19N2O4Se2Tc",
  "method": "ωB97M-V/def2-TZVPD",
  "s2": 3.82,
  "spin_multiplicity": 4,
  "total_energy_ev": -152632.0407,
  "orbital_gap_ha": [0.2635, 0.2690],
  "charge": 3,
  "homo_energy_ev": [-20.45, -20.70],
  "species": ["Tc", "C", "Se", "C", "C", "Se", "C", "H", "H", "H", "H", "H", "H", "H", "H", "H", "H", "C", "N", "C", "C", "C", "O", "H", "H", "H", "H", "H", "H", "H", "H", "H", "O", "N", "O", "O"],
  "positions_angstrom": [[-0.88, 0.24, -0.06], [-1.62, 0.78, 3.35], [0.04, 0.45, 2.34], [0.78, 2.27, 2.28], [0.06, 3.20, 1.33], [0.22, 2.47, -0.49], [-1.10, 3.56, -1.44], [-1.28, 1.04, 4.35], [-2.16, -0.16, 3.37], [-2.20, 1.57, 2.89], [1.83, 2.15, 2.04], [0.72, 2.64, 3.31], [0.53, 4.18, 1.29], [-1.01, 3.32, 1.54], [-0.61, 4.53, -1.54], [-2.01, 3.64, -0.84], [-1.25, 3.11, -2.42], [-0.25, -3.70, -1.30], [1.11, -3.13, -1.20], [2.20, -4.10, -1.52], [1.35, -1.91, -0.90], [2.68, -1.25, -0.88], [0.31, -1.11, -0.61], [-0.26, -4.38, -2.15], [-0.99, -2.92, -1.47], [-0.46, -4.26, -0.39], [1.82, -5.09, -1.29], [3.07, -3.91, -0.92], [2.42, -4.03, -2.58], [3.51, -1.95, -0.86], [2.75, -0.60, 0.00], [2.77, -0.63, -1.78], [-4.13, 1.38, -1.26], [-3.10, 1.02, -0.90], [-2.19, 0.42, -1.63], [-2.63, 1.16, 0.33]]
}

=====

Record 2
{
  "formula": "CN4O2",
  "method": "ωB97M-V/def2-TZVPD",
  "total_energy_ev": -11084.1875,
  "orbital_gap_ha": 0.3732,
  "charge": 0,
  "homo_energy_ev": -10.58,
  "species": ["C", "N", "N", "N", "N", "O", "O"],
  "positions_angstrom": [[0.64, 0.83, 0.27], [-0.18, -1.33, -0.52], [-0.52, 1.32, 0.77], [0.23, -2.05, 0.20], [-0.17, 1.71, -0.38], [0.57, -2.87, 0.94], [-0.57, 2.40, -1.28]]
}

=====

Record 3
{
  "formula": "C4H7NO",
  "method": "ωB97M-V/def2-TZVPD",
  "smiles": "C=C/N=C(/C)O",
  "total_energy_ev": -7798.2793,
  "orbital_gap_ha": 0.3719,
  "charge": 0,
  "homo_energy_ev": -9.16,
  "species": ["C", "C", "N", "C", "C", "O", "H", "H", "H", "H", "H", "H", "H"],
  "positions_angstrom": [[-0.08, 2.23, 0.46], [-0.18, 1.41, -0.58], [-0.66, 0.09, -0.47], [0.14, -0.83, -0.11], [-0.35, -2.23, 0.07], [1.45, -0.62, 0.11], [-0.24, 1.85, 1.47], [0.02, 3.30, 0.33], [0.03, 1.75, -1.60], [0.08, -2.90, -0.69], [-0.10, -2.64, 1.06], [-1.44, -2.22, -0.04], [1.58, 0.34, -0.06]]
}

=====

Record 4
{
  "formula": "C9H21NOP",
  "method": "ωB97M-V/def2-TZVPD",
  "total_energy_ev": -22496.1854,
  "orbital_gap_ha": 0.2199,
  "charge": -1,
  "homo_energy_ev": -2.57,
  "species": ["C", "C", "C", "C", "C", "C", "C", "C", "C", "N", "O", "P", "H", "H", "H", "H", "H", "H", "H", "H", "H", "H", "H", "H", "H", "H", "H", "H", "H", "H", "H", "H", "H"],
  "positions_angstrom": [[-2.94, 0.34, -0.89], [-1.39, 1.87, 0.51], [-2.44, -0.25, 1.54], [1.78, 0.80, -1.10], [2.94, 0.11, 1.01], [2.29, -1.56, -0.67], [-0.78, -0.54, -0.29], [-1.87, 0.44, 0.25], [1.78, -0.28, -0.01], [0.49, -0.25, 0.72], [0.36, -1.20, 1.73], [-1.13, -2.42, -0.49], [-2.51, 0.78, -1.73], [-3.15, -0.72, -0.89], [-3.86, 0.87, -0.50], [-1.27, 1.98, 1.51], [-2.11, 2.75, 0.23], [-0.52, 1.99, -0.12], [-1.82, -0.37, 2.48], [-3.30, 0.09, 2.07], [-2.52, -1.31, 1.27], [1.21, 0.54, -2.00], [1.40, 1.72, -0.81], [2.92, 0.85, -1.27], [2.94, -0.79, 1.60], [2.59, 0.90, 1.62], [3.87, 0.50, 0.42], [1.73, -2.50, -0.34], [2.25, -1.59, -1.74], [3.37, -1.56, -0.44], [-0.44, -0.40, -1.28], [0.06, -2.01, 1.15], [-0.45, -2.67, -1.64]]
}

=====

Record 5
{
  "formula": "C19H21BrN4OS2",
  "method": "ωB97M-V/def2-TZVPD",
  "smiles": "Cc1nc(N2CCOCC2)c2sc(=S)n(-c3ccc(C(C)C)cc3Br)c2n1",
  "total_energy_ev": -119765.1441,
  "orbital_gap_ha": 0.3081,
  "charge": 0,
  "homo_energy_ev": -8.06,
  "species": ["C", "C", "N", "C", "N", "C", "C", "O", "C", "C", "C", "S", "C", "S", "N", "C", "C", "C", "C", "C", "C", "C", "C", "C", "Br", "C", "N", "H", "H", "H", "H", "H", "H", "H", "H", "H", "H", "H", "H", "H", "H", "H", "H", "H", "H", "H", "H", "H"],
  "positions_angstrom": [[3.30, -0.24, -0.42], [2.20, 0.36, 0.41], [2.49, 1.37, 1.22], [1.48, 1.92, 1.86], [1.79, 3.05, 2.62], [3.15, 3.25, 3.18], [3.94, 4.18, 2.25], [3.25, 5.41, 1.99], [1.96, 5.21, 1.39], [1.10, 4.34, 2.34], [0.20, 1.41, 1.72], [-1.28, 1.87, 2.49], [-2.20, 0.79, 1.48], [-3.84, 0.72, 1.57], [-1.36, 0.06, 0.67], [-1.81, -0.95, -0.19], [-2.36, -0.57, -1.43], [-2.71, -1.56, -2.35], [-2.47, -2.92, -2.09], [-2.84, -4.00, -3.06], [-1.62, -4.56, -3.75], [-3.73, -5.09, -2.39], [-1.86, -3.23, -0.87], [-1.51, -2.27, 0.09], [-0.58, -2.80, 1.73], [-0.02, 0.41, 0.85], [0.99, -0.14, 0.21], [4.17, -0.39, 0.22], [3.55, 0.38, -1.26], [2.97, -1.18, -0.84], [3.08, 3.68, 4.20], [3.66, 2.27, 3.30], [4.08, 3.71, 1.29], [4.91, 4.38, 2.68], [1.47, 6.16, 1.26], [1.99, 4.71, 0.41], [0.12, 4.14, 1.88], [0.93, 4.86, 3.27], [-2.48, 0.50, -1.64], [-3.18, -1.26, -3.28], [-3.46, -3.56, -3.85], [-1.09, -3.76, -4.29], [-1.91, -5.32, -4.49], [-0.94, -5.03, -3.02], [-3.18, -5.67, -1.66], [-4.57, -4.62, -1.88], [-4.17, -5.74, -3.14], [-1.60, -4.29, -0.69]]
}